Record 1
The following is a quantum chemistry calculation of a molecular structure, C22H43N2P3SW at a distorted geometry, from the OMol25 dataset.

Output
LUMO (spin up / spin down)   -14.916 / -14.255 eV
Expectation value of S²   2.0585
Charge   +4
Calculated total energy   -2461.26142 Eh
Energy relative to the best compared isomer or geometry (same formula, charge and spin)   3.372 eV
Orbital gap (spin up / spin down)   4.23 / 4.94 eV
Spin multiplicity   3

CARTESIAN COORDINATES (ANGSTROEM)
W: -0.1650 0.0979 0.0244
P: 1.8034 0.8044 1.3245
P: -1.8760 1.5872 0.6647
P: 0.5972 1.4718 -1.7914
H: 0.2567 -2.8040 -0.0212
C: 1.0121 -2.0706 0.0440
C: 2.0045 -2.1441 0.9988
H: 1.8155 -2.7525 1.8469
C: 2.4499 0.0160 2.9052
C: 1.7933 2.5414 2.0712
C: 3.4889 0.8987 0.5362
C: -3.2632 0.8189 -0.1403
C: -2.5253 1.8163 2.3584
C: -1.8180 3.3561 0.2646
C: 2.1240 0.8533 -2.5996
C: 1.3356 3.1254 -1.3405
C: -0.5434 2.0485 -3.0957
H: 1.3603 -1.7695 -0.9317
H: 3.0583 -1.9657 0.7435
H: 2.4569 -1.0789 2.8017
H: 1.8838 0.2858 3.8212
H: 3.4946 0.3176 3.1297
H: 1.0091 2.7070 2.8168
H: 1.6692 3.3214 1.3242
H: 2.7312 2.7862 2.5868
H: 3.6930 -0.0376 0.0080
H: 4.2845 1.0042 1.2907
H: 3.5919 1.7447 -0.1504
H: -4.1097 1.5017 -0.0334
H: -3.4862 -0.1297 0.3543
H: -3.0581 0.6341 -1.1916
H: -3.4156 2.4483 2.2336
H: -1.8238 2.3368 3.0259
H: -2.8279 0.8672 2.8212
H: -2.7392 3.7949 0.6631
H: -1.7733 3.5231 -0.8095
H: -0.9703 3.8603 0.7403
H: 2.2905 1.4523 -3.5070
H: 2.0894 -0.1959 -2.8822
H: 2.9893 0.9594 -1.9440
H: 1.5881 3.6172 -2.2858
H: 2.2421 3.0375 -0.7252
H: 0.6329 3.7481 -0.7745
H: -0.0468 1.8899 -4.0559
H: -0.7871 3.0975 -2.9650
H: -1.4791 1.5196 -3.1299
C: -0.8583 -2.6045 -3.8341
C: -1.8630 -2.4073 -4.8027
C: -1.8156 -3.1229 -5.9974
C: -0.7846 -4.0317 -6.2934
C: 0.1793 -4.2562 -5.3119
C: 0.1734 -3.5591 -4.0725
S: -0.7352 -1.3947 -2.3483
H: -1.8911 -0.8523 -1.6950
H: -2.6564 -1.6662 -4.6108
H: -2.5731 -2.9610 -6.7587
H: -0.6714 -4.4699 -7.2994
H: 0.9798 -4.9729 -5.5371
H: 0.9698 -3.7438 -3.3302
N: -1.1507 -1.7523 6.1881
C: -0.9911 -1.3542 4.8763
C: -1.2528 -2.1974 3.7990
C: -1.0737 -1.7900 2.4622
N: -0.5550 -0.5307 2.1876
C: -0.3073 0.2951 3.2770
C: -0.4833 -0.0841 4.5732
H: -1.5271 -2.6722 6.4201
H: -0.9585 -1.1715 6.9796
H: -1.6070 -3.1805 4.0261
H: -1.3995 -2.3964 1.5932
H: 0.0290 1.3424 3.0859
H: -0.2148 0.5921 5.3982

Record 2
The following is a quantum chemistry calculation of 2 unconnected molecules or ions with the total composition C7H13O6PS at a distorted geometry, from the OMol25 dataset.

Output
LUMO (spin up / spin down)   -0.165 / -1.513 eV
Charge   0
Calculated total energy   -1465.35443 Eh
Energy relative to the best compared isomer or geometry (same formula, charge and spin)   3.760 eV
Orbital gap (spin up / spin down)   7.45 / 4.45 eV

CARTESIAN COORDINATES (ANGSTROEM)
C: -0.3609 1.6049 -0.4336
C: -1.6487 1.3863 -0.0836
C: -2.1354 -0.0308 0.1673
C: -2.7154 2.3600 0.0000
C: -3.7705 -1.4172 1.0622
C: 5.2764 0.4214 -0.2347
C: 1.0615 -1.4809 1.6892
O: -1.4423 -1.0162 0.0370
O: 2.5850 1.7223 -0.2119
O: 0.2033 2.7202 -0.8775
O: -3.4362 -0.2079 0.5063
O: 4.5056 -0.6228 0.2652
O: 2.3559 -1.1594 1.2159
P: 2.9821 -0.8732 -0.2237
S: 1.8701 2.9527 -0.5676
H: 0.3022 0.6988 -0.2814
H: -3.4906 2.3266 -0.8558
H: -2.3373 3.3992 0.0422
H: -3.3213 2.2631 0.8961
H: -2.8541 -1.8248 1.6305
H: -3.8927 -2.0997 0.2797
H: -4.6360 -1.2690 1.7089
H: 5.3274 0.3152 -1.3406
H: 6.1215 0.3177 0.3131
H: 4.7606 1.4638 0.0923
H: 1.0408 -2.5290 1.8947
H: 0.0946 -1.3031 1.0398
H: 1.0415 -0.9341 2.6167

Record 3
The following is a quantum chemistry calculation of C12H16O2S in the gas phase at a distorted geometry, from the OMol25 dataset.

Output
LUMO (spin up / spin down)   0.830 / -1.077 eV
Expectation value of S²   2.0098
Charge   0
Calculated total energy   -1015.15673 Eh
Energy relative to the best compared isomer or geometry (same formula, charge and spin)   2.530 eV
Orbital gap (spin up / spin down)   7.67 / 8.67 eV
Spin multiplicity   3

CARTESIAN COORDINATES (ANGSTROEM)
C: 0.5588 -1.0225 2.0690
C: 1.5587 -1.8066 1.1836
C: 2.0518 1.5448 0.2334
C: 1.5739 1.2269 -1.1301
C: -0.7591 -2.7986 -0.7330
C: -0.2131 -1.7604 -1.7378
C: -2.2210 2.4370 -0.0370
C: -2.1043 1.9875 1.4360
C: 0.5825 -0.7742 0.5554
C: 1.1547 0.3599 0.0013
C: -0.4789 -1.3154 -0.3149
C: -1.7062 1.1387 0.4304
O: -3.0024 -0.5833 -1.0097
O: -2.6202 -1.2566 1.2973
S: -2.1402 -0.5724 0.1158
H: -0.3387 -1.6100 2.3878
H: 0.9366 -0.2640 2.6052
H: 2.6238 -1.6043 1.2485
H: 1.3066 -2.7975 0.9029
H: 3.1739 1.4370 0.4019
H: 1.5470 2.2443 0.7325
H: 0.6358 1.5663 -1.6242
H: 2.3583 1.0335 -1.9028
H: -1.7804 -3.0019 -0.8176
H: -0.1337 -3.5365 -0.1589
H: 0.9000 -1.8916 -2.0703
H: -0.9662 -1.3488 -2.3721
H: -3.2646 2.4446 -0.3449
H: -1.5148 3.1939 -0.2748
H: -1.5101 2.4805 2.1420
H: -2.9700 1.7273 2.0781

Record 4
The following is a quantum chemistry calculation of a molecular structure, C29H21BrF5GeNV at a distorted geometry, from the OMol25 dataset.

Output
LUMO (spin up / spin down)   -7.411 / -7.414 eV
Expectation value of S²   3.7634
Charge   +2
Calculated total energy   -7266.03772 Eh
Energy relative to the best compared isomer or geometry (same formula, charge and spin)   0.768 eV
Orbital gap (spin up / spin down)   6.41 / 6.41 eV
Spin multiplicity   4

CARTESIAN COORDINATES (ANGSTROEM)
V: -1.2622 -0.0282 -3.2074
C: 1.1706 -3.0536 0.9777
C: -0.0623 -2.5548 0.2568
C: -1.3224 -3.0931 0.4649
C: -2.4236 -2.4732 -0.1177
C: -2.2003 -1.4148 -0.9549
Br: -3.5731 -0.5309 -2.0167
N: -0.9604 -0.9607 -1.3007
C: 0.0415 -1.5321 -0.6928
H: 1.9980 -2.3487 0.8523
H: 1.6047 -3.9807 0.5429
H: 1.0859 -3.2401 2.0111
H: -1.4251 -4.0123 1.0556
H: -3.4333 -2.7327 0.0839
H: 1.0151 -1.2124 -0.9851
F: -1.5991 0.6898 -5.2502
C: -1.2565 -0.5764 -5.7007
C: -0.6645 -1.3347 -4.7223
C: -0.3116 -2.6154 -5.0812
F: 0.3404 -3.4565 -4.2642
C: -0.6412 -3.0927 -6.3601
F: -0.3975 -4.3930 -6.6569
C: -1.3275 -2.2891 -7.3056
F: -1.6658 -2.8146 -8.4675
C: -1.6249 -0.9829 -6.9873
F: -2.2093 -0.1839 -7.8804
C: -0.4537 3.5554 -0.3061
Ge: -0.0888 2.2232 1.1012
C: -1.5701 1.1937 1.7457
C: -2.8540 1.7106 1.5339
C: -3.9354 1.1478 2.1690
C: -3.7484 0.0739 3.0438
C: -2.4926 -0.5557 3.1488
C: -1.4247 0.0342 2.5258
C: 1.7594 1.9631 1.2271
C: 2.6159 2.1594 0.1321
C: 3.9985 2.0269 0.2518
C: 4.5688 1.7249 1.4678
C: 3.7562 1.6392 2.6434
C: 4.3217 1.6978 3.9556
C: 3.5045 1.7778 5.0660
C: 2.0779 1.7389 4.9170
C: 1.5450 1.8080 3.6560
C: 2.3403 1.7868 2.5161
H: 0.0853 4.4590 0.0258
H: -1.5068 3.8136 -0.5091
H: -0.0012 3.1433 -1.1756
H: -3.0200 2.4687 0.7705
H: -4.9278 1.5365 1.9762
H: -4.5734 -0.2706 3.6580
H: -2.2849 -1.3284 3.8757
H: -0.4205 -0.3998 2.7064
H: 2.2619 2.3439 -0.8626
H: 4.6897 2.0994 -0.6236
H: 5.6403 1.5899 1.5360
H: 5.4420 1.6837 4.0318
H: 3.9325 1.8021 6.0546
H: 1.4241 1.7322 5.8197
H: 0.4429 1.8385 3.6279